DFT (the ωB97M-V functional and the def2-TZVPD basis) results for a structure of composition C39H30Br2Cl2N6O8Pb at a distorted geometry.

```
88
Properties=species:S:1:pos:R:3
Pb 0.5504 -0.5604 0.6734
O -1.1981 -4.7090 2.3444
C -2.0324 -4.9381 1.3244
C -2.5867 -6.2131 1.1737
C -3.4718 -6.4884 0.1477
C -3.8288 -5.4943 -0.7559
C -3.2671 -4.2336 -0.6231
C -2.3761 -3.9347 0.4025
C -1.6854 -2.5835 0.4337
O -0.8742 -2.3714 1.5207
N -2.7521 -1.5305 0.3095
N -2.3041 -0.3110 0.6044
C -3.0989 0.6183 0.9541
C -2.6538 1.8914 1.4655
Br -0.8310 1.9551 2.1016
C -3.4041 2.9782 1.6773
C -4.7097 3.2495 1.0853
C -5.5892 4.1329 1.7238
C -6.8056 4.4661 1.1555
C -7.1713 3.9340 -0.0745
C -6.3076 3.0622 -0.7237
C -5.0947 2.7177 -0.1518
H -0.8812 -3.7550 2.2023
H -2.2881 -6.9784 1.8812
H -3.8790 -7.4879 0.0480
H -4.5201 -5.7086 -1.5622
H -3.5112 -3.4522 -1.3364
H -1.1229 -2.5022 -0.5116
H -3.6512 -1.7730 0.7121
H -4.1778 0.4440 0.9811
H -2.9913 3.7500 2.3171
H -5.2986 4.5526 2.6812
H -7.4686 5.1516 1.6703
H -8.1127 4.2133 -0.5318
H -6.5731 2.6633 -1.6948
H -4.3963 2.0868 -0.6916
O -1.2462 -6.1608 -3.1384
C -0.2931 -5.3446 -2.5782
O 0.6420 -5.8472 -2.0335
C -0.5357 -3.9016 -2.7234
C -1.6540 -3.2693 -3.2396
N -1.4571 -1.9570 -3.1068
N -0.2734 -1.6726 -2.5371
C 0.3030 -2.8357 -2.2947
C 1.6959 -2.8669 -1.6680
O 2.5996 -3.3181 -2.3660
O 1.7727 -2.4461 -0.4656
H -1.9857 -5.6362 -3.4551
H -2.5622 -3.6437 -3.6889
H -2.0330 -1.2068 -3.4753
Cl 2.5509 1.8353 -4.9426
C 3.0264 1.0909 -3.4506
C 4.2181 0.3972 -3.3584
C 4.5549 -0.1616 -2.1385
C 3.6877 -0.0061 -1.0713
N 2.5277 0.6432 -1.1751
C 2.1988 1.1880 -2.3448
H 4.8600 0.2932 -4.2232
H 5.4651 -0.7327 -2.0255
H 3.9195 -0.4248 -0.0991
H 1.2542 1.7232 -2.3988
Br 1.7738 5.2747 -0.8494
C 2.9271 4.3759 0.3641
C 4.1212 4.9656 0.7456
N 4.9721 4.3699 1.5784
C 4.6492 3.1597 2.0377
C 3.4685 2.5004 1.7179
C 2.5790 3.1374 0.8646
C 3.1858 1.1104 2.2969
O 4.1036 0.5443 2.8854
O 1.9825 0.6990 2.1372
H 4.4003 5.9460 0.3757
H 5.3613 2.6732 2.6931
H 1.6449 2.6651 0.5981
Cl -2.6496 0.3920 -5.0428
C -2.7772 2.1036 -4.6632
C -3.3505 2.9250 -5.6085
C -3.4931 4.2885 -5.3644
C -3.0472 4.7832 -4.1288
C -2.4686 3.9642 -3.1925
C -2.2769 2.5479 -3.3980
C -1.6758 1.7422 -2.4535
H -3.6970 2.4977 -6.5426
H -3.9389 4.9389 -6.1073
H -3.1692 5.8395 -3.9055
H -2.1331 4.3685 -2.2419
H -1.5324 0.6781 -2.5812
H -1.3076 2.1828 -1.5365
```

Values from the calculation:
Highest occupied orbital energy ... -0.9242 eV
Net charge ... -2
LUMO level ... 3.7 eV
Molecular weight ... 1148.617 g mol⁻¹

***

DFT (the ωB97M-V functional and the def2-TZVPD basis) results for a structure of composition C39H31BiBr4NO2SSb2.

```
81
Properties=species:S:1:pos:R:3
Bi 1.1381 -0.4071 0.9233
C 3.4376 0.8980 -0.2874
C 3.3020 1.7478 0.8173
C 3.4508 0.9791 1.9890
C 3.7008 -0.3579 1.6099
C 3.6812 -0.4142 0.1911
H 3.3544 1.1821 -1.3265
H 3.0844 2.8047 0.7778
H 3.3948 1.3431 3.0044
H 3.8702 -1.1892 2.2766
H 3.8608 -1.2941 -0.4093
C -1.8161 -1.0863 -2.7429
C -2.9017 -0.0190 -2.8352
C -3.1505 0.7325 -1.5394
Sb -1.5970 2.1348 -1.0219
C -2.5804 3.7638 -2.0277
C -3.3536 4.7193 -1.3718
C -3.9844 5.7326 -2.0839
C -3.8569 5.7999 -3.4640
C -3.0925 4.8520 -4.1301
C -2.4566 3.8455 -3.4153
C -2.2974 2.5793 0.9461
C -1.4930 3.3673 1.7667
C -1.8781 3.6660 3.0668
C -3.0711 3.1641 3.5671
C -3.8746 2.3680 2.7636
C -3.4913 2.0800 1.4600
Sb 0.2243 -0.3861 -2.6109
C 0.0457 1.0934 -4.1686
C 0.7284 2.2995 -4.0308
C 0.6374 3.2902 -5.0016
C -0.1507 3.0875 -6.1244
C -0.8391 1.8900 -6.2762
C -0.7364 0.9022 -5.3067
C 1.1517 -1.8920 -3.8245
C 2.4689 -2.2156 -3.5089
C 3.1523 -3.1986 -4.2118
C 2.5199 -3.8782 -5.2420
C 1.2071 -3.5653 -5.5677
C 0.5310 -2.5785 -4.8633
H -1.8671 -1.7234 -3.6290
H -1.9693 -1.7356 -1.8780
H -3.8343 -0.5154 -3.1288
H -2.6732 0.6828 -3.6450
H -3.2447 0.0346 -0.7097
H -4.0738 1.3114 -1.6063
H -3.4687 4.6740 -0.2945
H -4.5803 6.4694 -1.5582
H -4.3504 6.5888 -4.0183
H -2.9856 4.8960 -5.2075
H -1.8537 3.1205 -3.9533
H -0.5495 3.7502 1.3930
H -1.2397 4.2778 3.6924
H -3.3681 3.3821 4.5854
H -4.7979 1.9583 3.1541
H -4.1239 1.4419 0.8553
H 1.3300 2.4779 -3.1455
H 1.1709 4.2238 -4.8726
H -0.2318 3.8601 -6.8791
H -1.4581 1.7271 -7.1504
H -1.2825 -0.0256 -5.4399
H 2.9647 -1.7109 -2.6860
H 4.1727 -3.4433 -3.9440
H 3.0440 -4.6552 -5.7844
H 0.7051 -4.0956 -6.3678
H -0.4967 -2.3616 -5.1328
Br -0.8186 -7.1497 0.2412
C -0.2079 -5.5174 0.9680
C -0.1427 -5.3324 2.3409
Br -0.6546 -6.7125 3.5239
C 0.3073 -4.1120 2.8551
Br 0.4093 -3.7730 4.7076
C 0.6927 -3.0797 2.0132
O 1.1152 -1.9042 2.4654
C 0.6349 -3.2729 0.6115
O 1.0103 -2.2636 -0.1745
C 0.1811 -4.4829 0.1107
Br 0.1000 -4.6402 -1.7666
S -3.2754 -2.6181 1.2857
C -2.0945 -1.5293 1.1262
N -1.2326 -0.7339 1.0094
```

Values from the calculation:
Highest occupied orbital energy ... -5.1994 eV
Net charge ... -1
LUMO level ... 2.3 eV
Molecular weight ... 1349.865 g mol⁻¹

***

DFT (the ωB97M-V functional and the def2-TZVPD basis) results for a structure of composition C39H31BrCl2MoN8O3S2 at a distorted geometry.

```
87
Properties=species:S:1:pos:R:3
Mo -1.4803 1.4057 0.1487
Cl -4.7942 1.2966 6.5001
C -4.4266 1.0113 4.8347
C -3.4264 1.7770 4.2186
C -2.9952 1.3732 2.9193
N -1.8835 1.8741 2.2306
C -0.9624 2.6067 2.9701
O -0.6742 2.6352 4.1519
C -0.3026 3.5243 2.0342
C 0.7970 4.2402 2.5537
C 1.4420 5.1338 1.7589
C 1.0620 5.1805 0.4207
C 0.0248 4.4524 0.0190
N -0.6890 3.5730 0.7231
C -3.6599 0.3535 2.1661
C -4.8434 -0.1951 2.6731
C -5.2661 0.1981 3.9475
Cl -6.8273 -0.2118 4.5275
N -3.1645 0.1105 0.9334
C -3.2550 -1.1914 0.3959
O -4.0208 -2.0543 0.8304
C -2.2889 -1.4191 -0.6778
C -2.0761 -2.7536 -1.0418
C -1.2680 -3.0210 -2.1354
C -0.7221 -1.9304 -2.8096
C -0.9442 -0.6531 -2.3453
N -1.6068 -0.4187 -1.2037
H -2.8177 2.5209 4.7649
H 0.9627 4.1783 3.5997
H 2.1843 5.8423 2.1668
H 1.5400 5.7836 -0.2969
H -0.4374 4.6744 -0.9605
H -5.4050 -0.8805 2.0871
H -2.6253 -3.4988 -0.4304
H -1.1359 -4.0301 -2.4276
H -0.1272 -2.1208 -3.6942
H -0.6171 0.1774 -2.9365
N 2.2825 -0.9892 0.3447
C 2.3994 -1.6735 1.5595
C 3.6623 -2.2080 1.9003
C 3.7898 -2.6493 3.1820
C 2.7186 -2.7786 4.0891
C 1.4887 -2.2771 3.7279
C 1.3524 -1.5313 2.5669
S -0.1932 -0.8394 2.2723
N 0.2051 0.1840 0.9447
C 1.2634 -0.0362 0.2223
C 1.4414 0.8810 -0.8988
C 2.6287 1.0121 -1.6533
C 2.6324 1.8992 -2.7259
C 1.4247 2.5436 -3.1086
C 0.3593 2.4884 -2.2435
N 0.3394 1.6634 -1.1901
H 2.7493 -1.4015 -0.4923
H 4.4829 -1.9957 1.2322
H 4.7354 -3.0383 3.4526
H 2.7941 -3.2322 5.0287
H 0.5712 -2.5872 4.2507
H 3.4807 0.4448 -1.3385
H 3.5359 2.0673 -3.2932
H 1.2539 3.2094 -3.9674
H -0.5044 3.0210 -2.4920
Br -4.9943 6.0557 0.1631
C -4.6377 4.3666 -0.7410
C -5.3561 3.9073 -1.8646
C -4.9675 2.7035 -2.4383
C -3.9238 1.9497 -1.8822
N -3.0985 2.5752 -1.0004
C -3.3708 3.8243 -0.5264
H -6.2623 4.3910 -2.1865
H -5.5446 2.3254 -3.2020
H -3.7637 0.9460 -2.2319
H -2.7340 4.3324 0.1991
O 3.8510 -2.5528 -1.4888
S 3.5637 -4.0361 -1.7131
C 5.2033 -4.8653 -1.5179
C 5.3823 -5.8918 -2.5876
C 4.7911 -5.2981 -3.8594
C 3.4483 -4.6247 -3.4584
H 5.1857 -5.2114 -0.4541
H 5.9286 -4.0463 -1.6419
H 4.8052 -6.7910 -2.3450
H 6.4442 -6.2339 -2.7278
H 4.6316 -5.9875 -4.6707
H 5.4844 -4.5733 -4.2683
H 2.5961 -5.2467 -3.4851
H 3.1742 -3.7392 -4.0574
```

Values from the calculation:
<S²> ... 2.030
Highest occupied orbital energy (spin up / spin down) ... -11.8122 / -11.8416 eV
Net charge ... +2
LUMO level (spin up / spin down) ... -6.4 / -6.9 eV
Molecular weight ... 970.614 g mol⁻¹
Multiplicity ... 3

***

Computed ΔE to the lowest compared entry with this formula, charge and spin, in the same sequence as the records: 38.9; 0.0; 0.0 kcal/mol.